(1)
The following is a DFT calculation (ωB97M-V/def2-TZVPD) of a structure of composition C26H32Cl3F21O3SSi2.

CARTESIAN COORDINATES (ANGSTROEM)
C 1.82 -5.66 1.02
C 0.49 -4.94 1.16
O 0.25 -4.19 -0.02
C -0.82 -3.27 0.07
C -0.37 -1.89 -0.45
Si -0.37 -0.57 0.88
C 1.26 -0.61 1.81
C 2.45 0.06 1.09
C 3.43 -0.90 0.41
F 4.62 -0.93 1.07
F 2.97 -2.19 0.39
C 3.70 -0.56 -1.08
F 4.50 -1.49 -1.63
F 2.51 -0.61 -1.72
C 4.31 0.88 -1.33
F 3.31 1.67 -1.77
F 4.76 1.42 -0.18
C 5.41 0.98 -2.45
F 5.50 2.28 -2.77
F 4.97 0.31 -3.52
S 7.18 0.43 -2.01
F 7.71 1.19 -3.30
F 7.35 1.74 -1.14
F 6.69 -0.35 -0.72
F 7.03 -0.90 -2.86
F 8.66 0.03 -1.66
O -1.54 -0.78 2.02
Si -3.19 -0.72 1.81
C -3.80 -1.24 0.12
C -5.24 -0.73 -0.13
O -6.04 -1.71 -0.76
C -5.25 0.56 -0.93
F -4.55 0.43 -2.08
F -4.71 1.58 -0.24
F -6.50 0.92 -1.28
C -3.92 -1.82 3.15
Cl -3.17 -3.45 3.03
C -5.44 -1.95 3.20
C -6.13 -0.66 3.65
C -0.55 1.12 -0.02
F 0.25 0.99 -1.16
F -1.85 1.25 -0.50
C -0.16 2.39 0.68
C -0.23 2.53 2.06
C 0.12 3.74 2.65
C 0.54 4.81 1.87
C 0.60 4.67 0.49
C 1.05 5.80 -0.39
F 0.05 6.22 -1.20
F 1.47 6.87 0.33
F 2.07 5.44 -1.19
C 0.25 3.47 -0.11
H 2.13 -6.04 2.00
H 1.74 -6.51 0.35
H 2.57 -4.97 0.65
H 0.50 -4.28 2.03
H -0.32 -5.67 1.29
H -1.18 -3.23 1.10
H -1.66 -3.64 -0.54
H 0.67 -2.01 -0.76
H -0.92 -1.60 -1.34
H 1.47 -1.64 2.08
H 1.11 -0.07 2.75
H 3.05 0.61 1.80
H 2.13 0.79 0.35
H -3.64 0.67 2.07
H -3.86 -2.33 0.10
H -3.16 -0.90 -0.70
H -5.75 -0.48 0.81
H -5.84 -1.73 -1.70
H -3.57 -1.39 4.10
H -5.82 -2.28 2.23
H -5.69 -2.75 3.90
H -6.13 -0.58 4.74
H -7.17 -0.65 3.32
H -5.66 0.24 3.25
H -0.58 1.72 2.69
H 0.06 3.84 3.73
H 0.82 5.74 2.34
H 0.31 3.34 -1.18
Cl -1.65 0.78 -3.92
C -0.25 1.27 -4.91
C 0.70 2.16 -4.16
Cl -0.02 3.75 -3.81
H -0.64 1.76 -5.80
H 0.27 0.36 -5.21
H 1.59 2.34 -4.77
H 1.00 1.72 -3.22

As for the charge: 0. The total energy is -154852.411 eV. Its gap between HOMO and LUMO is 10.0306 eV. The spin multiplicity is 1.

From a Mulliken analysis of the wavefunction, the atomic charges in e read: C -1.27; C -0.04; O -0.46; C -0.83; C -0.17; Si -0.25; C -0.98; C -0.53; C 0.94; F -0.34; F -0.23; C 0.40; F -0.35; F -0.14; C 0.78; F -0.20; F -0.33; C 0.32; F -0.28; F -0.26; S 1.41; F -0.31; F -0.29; F -0.29; F -0.29; F -0.31; O -0.83; Si -0.04; C -0.20; C -0.11; O -0.58; C 0.46; F -0.24; F -0.23; F -0.30; C -0.02; Cl -0.22; C -0.59; C -1.20; C 1.12; F -0.05; F -0.14; C -0.35; C -0.35; C -1.11; C -0.78; C 0.21; C 0.90; F -0.25; F -0.30; F -0.21; C 0.21; H 0.38; H 0.34; H 0.21; H 0.22; H 0.37; H 0.02; H 0.31; H 0.59; H 0.79; H 0.79; H 0.48; H 0.48; H -0.40; H -0.22; H 0.50; H 0.51; H 0.23; H 0.42; H 0.49; H 0.28; H 0.48; H 0.39; H 0.33; H 0.32; H 0.52; H 0.45; H 0.49; H -0.31; Cl -0.08; C -0.66; C 0.49; Cl -0.19; H 0.41; H 0.32; H 0.47; H -0.72

---

(2)
The following is a DFT calculation (ωB97M-V/def2-TZVPD) of a cluster of 4 separate species, C26H32ClN3O12S2 in total.

CARTESIAN COORDINATES (ANGSTROEM)
C 4.87 -1.18 1.21
C 4.41 -0.70 -0.16
C 4.19 0.82 -0.20
C 2.91 1.20 0.54
O 2.99 2.56 1.01
O 2.67 2.59 2.41
S 1.13 3.10 2.79
O 0.75 2.25 3.89
O 0.43 2.52 1.45
C -0.88 3.11 1.20
C -1.70 2.09 0.45
C -2.01 0.84 1.28
C -3.48 0.81 1.69
S -3.90 -0.76 2.37
O -3.80 -1.77 1.36
O -3.24 -0.94 3.63
Cl -5.88 -0.48 2.73
H 5.79 -0.67 1.50
H 4.12 -0.99 1.98
H 5.04 -2.25 1.21
H 3.49 -1.21 -0.45
H 5.19 -0.93 -0.89
H 4.12 1.18 -1.23
H 5.03 1.31 0.28
H 2.72 0.56 1.40
H 2.04 1.13 -0.12
H -0.74 4.02 0.62
H -1.36 3.37 2.15
H -2.64 2.59 0.18
H -1.20 1.83 -0.49
H -1.36 0.79 2.16
H -1.80 -0.05 0.68
H -4.13 0.96 0.83
H -3.72 1.56 2.44
C 0.57 -2.94 4.82
C 0.92 -4.28 4.72
C 1.51 -4.76 3.56
C 1.74 -3.88 2.52
C 1.40 -2.54 2.60
C 0.81 -2.07 3.76
N 2.39 -4.38 1.30
O 2.70 -5.55 1.25
O 2.60 -3.57 0.42
H 0.11 -2.56 5.72
H 0.73 -4.95 5.54
H 1.79 -5.80 3.47
H 1.60 -1.88 1.77
H 0.55 -1.03 3.84
C 6.36 3.15 -6.29
C 5.37 2.22 -6.59
C 5.17 1.13 -5.75
C 5.97 1.01 -4.63
C 6.96 1.92 -4.32
C 7.15 3.00 -5.16
N 5.75 -0.13 -3.72
O 4.88 -0.93 -4.02
O 6.44 -0.21 -2.73
H 6.51 4.00 -6.95
H 4.76 2.33 -7.47
H 4.41 0.40 -5.96
H 7.57 1.79 -3.43
H 7.92 3.73 -4.94
C -10.38 -1.31 -1.29
C -9.14 -1.86 -1.00
C -8.06 -1.04 -0.75
C -8.25 0.33 -0.80
C -9.47 0.90 -1.09
C -10.55 0.07 -1.34
N -7.10 1.21 -0.52
O -6.03 0.68 -0.29
O -7.28 2.41 -0.52
H -11.23 -1.96 -1.48
H -9.02 -2.93 -0.96
H -7.08 -1.45 -0.52
H -9.58 1.98 -1.12
H -11.51 0.49 -1.57

As for the charge: 0. The total energy is -90702.388 eV. Its gap between HOMO and LUMO is 9.0611 eV. The spin multiplicity is 1.

From a Mulliken analysis of the wavefunction, the atomic charges in e read: C -1.28; C -0.02; C -0.53; C -0.22; O -0.32; O -0.17; S 0.50; O -0.48; O -0.01; C -0.74; C -0.88; C -0.62; C -0.68; S 1.14; O -0.56; O -0.56; Cl -0.25; H 0.42; H 0.25; H 0.33; H 0.24; H 0.18; H 0.24; H 0.25; H 0.29; H 0.24; H 0.30; H 0.44; H 0.51; H 0.33; H 0.27; H 0.50; H 0.48; H 0.47; C -0.69; C -0.36; C -0.55; C -0.10; C -0.16; C -0.31; N 1.06; O -0.63; O -0.60; H 0.41; H 0.38; H 0.48; H 0.60; H 0.45; C -0.42; C -0.42; C -0.37; C 0.17; C -0.34; C -0.46; N 1.06; O -0.61; O -0.61; H 0.38; H 0.37; H 0.45; H 0.45; H 0.37; C -0.44; C -0.49; C -0.27; C 0.17; C -0.45; C -0.39; N 1.00; O -0.62; O -0.62; H 0.38; H 0.38; H 0.48; H 0.45; H 0.37

---

(3)
The following is a DFT calculation (ωB97M-V/def2-TZVPD) of a structure of composition C26H32HfN4O7S3 in a non-equilibrium geometry.

CARTESIAN COORDINATES (ANGSTROEM)
Hf 0.34 0.43 0.28
C -3.87 -0.14 0.69
O -3.86 -0.68 2.00
C -2.73 -0.66 2.76
C -2.84 -1.38 3.94
C -1.81 -1.42 4.88
C -0.66 -0.71 4.64
C -0.51 -0.01 3.44
C 0.64 0.86 3.27
N 0.92 1.30 2.11
N 1.80 2.33 1.88
C 1.62 2.79 0.66
O 0.69 2.36 -0.15
C 2.55 3.85 0.19
C 2.45 4.29 -1.13
C 3.34 5.23 -1.62
C 4.33 5.74 -0.79
C 4.42 5.31 0.53
C 3.54 4.37 1.02
C -1.52 0.00 2.44
O -1.36 0.66 1.29
H -4.85 -0.41 0.28
H -3.07 -0.56 0.09
H -3.77 0.95 0.70
H -3.77 -1.90 4.11
H -1.93 -1.99 5.79
H 0.14 -0.68 5.37
H 1.17 1.23 4.15
H 1.66 3.88 -1.75
H 3.26 5.57 -2.64
H 5.04 6.46 -1.18
H 5.19 5.72 1.17
H 3.59 4.02 2.04
C -3.92 -0.21 -2.75
C -3.12 1.09 -2.79
S -1.40 1.03 -2.17
C -0.45 1.26 -3.70
C -0.48 0.11 -4.70
S 0.25 -1.46 -4.09
C -1.11 -2.64 -4.33
C -2.28 -2.47 -3.37
S -3.59 -1.40 -4.07
H -4.98 0.03 -2.85
H -3.78 -0.72 -1.80
H -3.63 1.84 -2.17
H -3.08 1.48 -3.81
H 0.56 1.46 -3.36
H -0.84 2.15 -4.19
H 0.09 0.40 -5.58
H -1.50 -0.11 -4.99
H -0.64 -3.60 -4.17
H -1.44 -2.60 -5.37
H -1.94 -2.04 -2.43
H -2.75 -3.43 -3.17
C 2.27 -4.19 2.74
C 1.77 -2.83 2.36
N 2.20 -1.73 2.84
O 3.22 -1.89 3.76
C 0.71 -2.72 1.33
C -0.05 -3.93 0.90
N 0.49 -1.57 0.81
O -0.47 -1.40 -0.12
H 3.03 -4.11 3.52
H 2.71 -4.68 1.87
H 1.45 -4.82 3.10
H 3.49 -0.98 3.92
H 0.61 -4.67 0.44
H -0.82 -3.64 0.19
H -0.53 -4.39 1.77
O 2.57 0.20 0.23
C 2.49 0.15 -1.02
O 1.37 0.19 -1.60
H 3.40 0.07 -1.62

As for the charge: 0. The total energy is -81588.192 eV. Its gap between HOMO and LUMO is 7.9031 eV. The spin multiplicity is 1.

From a natural (NBO) analysis of the wavefunction, the atomic charges in e read: Hf 2.25; C -0.24; O -0.52; C 0.31; C -0.25; C -0.24; C -0.21; C -0.12; C 0.18; N -0.43; N -0.38; C 0.56; O -0.80; C -0.05; C -0.19; C -0.22; C -0.20; C -0.22; C -0.18; C 0.27; O -0.81; H 0.18; H 0.19; H 0.19; H 0.22; H 0.22; H 0.21; H 0.20; H 0.23; H 0.21; H 0.21; H 0.21; H 0.23; C -0.54; C -0.52; S 0.24; C -0.51; C -0.56; S 0.20; C -0.54; C -0.54; S 0.17; H 0.23; H 0.23; H 0.23; H 0.23; H 0.25; H 0.22; H 0.22; H 0.24; H 0.23; H 0.22; H 0.25; H 0.22; C -0.68; C 0.18; N -0.09; O -0.56; C 0.23; C -0.68; N -0.22; O -0.62; H 0.25; H 0.23; H 0.23; H 0.48; H 0.23; H 0.26; H 0.23; O -0.69; C 0.66; O -0.73; H 0.13